1.
The following is a quantum chemistry calculation of a cluster of 14 separate species, C66H163B5F20N8O10 in total at a distorted geometry, from the OMol25 dataset.

Computed properties:
E_LUMO (spin up / spin down) = -5.01 / -7.05 eV
highest occupied orbital energy (spin up / spin down) = -14.0 / -14.0 eV
expectation value of S² = 0.76
largest force on an atom = 4.56 eV/Å
gap between HOMO and LUMO (spin up / spin down) = 0.32982 / 0.25482 hartree
total charge = +3
multiplicity = 2

```
272
Properties=species:S:1:pos:R:3:mulliken_charge:R:1
C -0.2778 -2.1550 -1.9277 0.168
C 1.2105 -1.7075 -1.8656 0.589
N 1.5599 -0.9219 -0.5588 0.995
C 3.0874 -0.6981 -0.6482 -0.888
C 0.7920 0.4026 -0.3500 -0.028
C 0.8555 1.3980 -1.5519 0.047
C 1.4978 -1.9343 0.6159 -0.200
C 1.9349 -1.5249 2.0345 -1.258
O 1.2243 -2.3872 2.8869 0.832
C 1.3382 -2.0800 4.2927 -0.821
H -0.5329 -3.0036 -1.2930 -0.492
H -0.4539 -2.4481 -2.9627 0.251
H -1.0225 -1.3921 -1.7004 -0.159
H 1.4486 -1.0660 -2.7141 -0.575
H 1.8905 -2.5506 -1.9878 0.514
H 3.5934 -1.4489 -1.2552 0.282
H 3.5084 -0.4254 0.3195 0.315
H 3.2518 0.1716 -1.2843 0.193
H 1.3289 0.7602 0.5286 0.112
H -0.2287 0.1345 -0.0774 0.150
H 0.5017 0.9726 -2.4910 -1.036
H 1.7962 1.8948 -1.7889 0.162
H 0.2810 2.2781 -1.2626 0.336
H 2.0454 -2.8232 0.3027 0.358
H 0.4656 -2.2772 0.5441 0.148
H 1.5199 -0.5479 2.2819 0.249
H 2.9994 -1.3267 2.1601 0.276
H 2.0529 -2.6635 4.8732 0.161
H 0.3426 -2.1762 4.7258 0.313
H 1.6058 -1.0620 4.5756 0.050
C -5.3503 -6.2882 0.1721 -1.527
C -5.6574 -4.8151 0.1044 0.148
N -7.0490 -4.3143 0.5502 0.517
C -8.1186 -5.3696 0.0311 -1.115
C -7.1839 -4.1721 2.1075 -0.246
C -8.5995 -3.9083 2.6199 -1.261
C -7.3369 -2.9635 -0.2039 -0.741
C -6.4431 -1.8066 0.0775 -0.796
O -5.1311 -2.1961 -0.3406 0.236
C -4.6384 -1.4268 -1.3974 -0.864
H -5.6109 -6.5510 1.1974 0.434
H -4.3393 -6.5911 -0.1002 0.313
H -5.8871 -7.0136 -0.4394 0.372
H -5.5338 -4.5345 -0.9416 0.226
H -4.9479 -4.3803 0.8084 0.121
H -9.0599 -4.8257 -0.0474 0.419
H -8.0853 -6.2101 0.7244 0.425
H -7.9098 -5.6532 -1.0004 0.348
H -6.4812 -3.3641 2.3110 0.257
H -6.6994 -5.0844 2.4555 0.410
H -9.0784 -2.9644 2.3594 0.330
H -8.5069 -3.8619 3.7050 0.433
H -9.2591 -4.7462 2.3946 0.348
H -8.3276 -2.6556 0.1304 0.509
H -7.4165 -3.1326 -1.2778 0.471
H -6.3254 -1.6432 1.1487 0.291
H -6.7482 -0.8418 -0.3278 0.498
H -5.3149 -1.1966 -2.2206 0.458
H -3.7635 -1.9110 -1.8313 -0.063
H -4.2031 -0.4939 -1.0390 -0.062
C -4.7601 4.9123 1.9276 -1.360
C -3.4083 4.3662 1.4311 -0.494
N -3.1649 2.8290 1.6986 1.330
C -4.3103 2.0565 0.9507 -1.065
C -1.8025 2.3925 1.2183 -0.014
C -0.6376 3.1164 1.8654 -1.414
C -3.2725 2.5163 3.2143 -0.935
C -2.6082 1.2020 3.6682 -0.748
O -3.1006 0.1108 2.8343 -0.264
C -2.4618 -1.1491 3.0905 -0.762
H -4.6722 5.9963 1.8539 0.469
H -4.9686 4.7708 2.9881 0.311
H -5.5870 4.6020 1.2888 0.348
H -2.6285 4.8300 2.0351 0.434
H -3.1954 4.5654 0.3808 0.437
H -3.9989 1.0174 0.8438 0.094
H -4.1776 2.3265 -0.0969 0.455
H -5.3157 2.1539 1.3601 0.443
H -1.8391 2.6115 0.1512 0.008
H -1.6741 1.3101 1.2254 0.231
H -0.4711 2.9895 2.9351 0.198
H -0.8464 4.1671 1.6639 0.392
H 0.2990 2.7575 1.4388 0.055
H -4.2883 2.6738 3.5768 0.585
H -2.6911 3.2565 3.7639 0.494
H -2.7978 1.1862 4.7415 0.588
H -1.5414 1.2349 3.4468 0.163
H -2.6415 -1.2972 4.1553 0.601
H -1.3756 -1.1919 3.1705 0.317
H -2.7928 -1.9333 2.4096 -0.059
C -1.4869 -0.9527 -5.2834 0.288
C -2.9408 -0.6137 -5.4935 -0.421
N -3.7865 -1.5103 -6.4452 0.256
C -3.2177 -1.4068 -7.8358 -1.153
C -3.5853 -2.9971 -6.0648 -0.995
C -4.0399 -3.3789 -4.6384 -0.450
C -5.2625 -1.0409 -6.5840 -0.548
C -6.1730 -1.8873 -7.5685 -0.801
O -6.0337 -1.6225 -8.9255 -0.341
C -6.8279 -2.3879 -9.8072 -0.838
H -1.4797 -1.8571 -4.6749 -0.317
H -0.8590 -0.1719 -4.8543 -0.332
H -0.8882 -1.1312 -6.1765 0.306
H -3.0229 0.3791 -5.9359 0.470
H -3.5077 -0.4914 -4.5706 0.165
H -3.7050 -2.1052 -8.5162 0.473
H -2.1948 -1.7757 -7.9118 0.355
H -3.3490 -0.3875 -8.1992 0.435
H -2.5381 -3.2905 -6.1376 0.587
H -4.1588 -3.5694 -6.7940 0.788
H -3.2355 -3.4562 -3.9069 -0.202
H -4.4237 -4.3990 -4.6272 0.560
H -4.8758 -2.8025 -4.2419 -0.025
H -5.3956 0.0341 -6.7057 0.572
H -5.7292 -1.1572 -5.6059 0.328
H -7.1962 -1.5950 -7.3326 0.502
H -6.1644 -2.9763 -7.5211 0.389
H -6.7154 -3.4686 -9.7196 0.333
H -6.6646 -2.0859 -10.8416 0.296
H -7.8782 -2.1323 -9.9477 0.362
C 1.0693 4.0345 -4.9402 -0.837
C 0.3793 4.2239 -6.2711 -0.320
N 0.9654 3.3148 -7.4722 0.689
C 2.4814 3.3164 -7.5140 -1.154
C 0.2413 1.8864 -7.2934 0.481
C 0.3949 0.9461 -8.5767 -1.394
C 0.4265 4.0507 -8.7822 -0.694
C 0.9307 5.4595 -9.0635 -0.743
O 0.1249 6.4554 -8.4182 -0.361
C 0.3057 7.7779 -8.9882 -0.805
H 0.8207 3.0530 -4.5366 -0.249
H 0.8108 4.8692 -4.2886 0.560
H 2.1578 4.0728 -4.9831 0.342
H 0.5091 5.2848 -6.4849 0.344
H -0.6724 3.9626 -6.1538 0.312
H 2.8680 3.1278 -8.5155 0.352
H 2.6095 2.5313 -6.7688 0.463
H 2.9096 4.2613 -7.1796 0.373
H -0.7973 2.1970 -7.1793 0.162
H 0.6400 1.4316 -6.3866 -0.252
H 0.0551 1.3031 -9.5490 0.363
H -0.0632 -0.0388 -8.4862 0.288
H 1.4435 0.6912 -8.7305 0.392
H -0.6581 4.0180 -8.6793 0.316
H 0.7075 3.4622 -9.6555 0.501
H 0.9342 5.5147 -10.1521 0.590
H 1.9683 5.7050 -8.8369 0.352
H 0.2588 7.8238 -10.0762 0.313
H 1.2195 8.0819 -8.4776 0.349
H -0.5223 8.3791 -8.6125 0.245
C -0.5072 -5.4407 5.6677 -1.413
C -0.6332 -5.0852 4.1204 -0.274
N -0.4748 -6.2652 3.2194 0.723
C -1.7584 -7.1609 3.3537 -1.206
C -0.3915 -5.7860 1.7323 -0.282
C -1.7616 -5.3291 1.0552 -0.582
C 0.7803 -7.1817 3.4720 -1.301
C 2.1206 -6.5296 3.6457 -0.430
O 2.5737 -6.0555 2.4000 -0.208
C 3.5724 -5.0974 2.6088 -0.367
H -1.4726 -5.7893 6.0346 0.393
H -0.1254 -4.6331 6.2922 0.364
H 0.1775 -6.2778 5.8042 0.330
H 0.1559 -4.4210 3.7677 0.135
H -1.6106 -4.6364 3.9431 0.337
H -1.9133 -7.9840 2.6561 0.379
H -2.6881 -6.5941 3.4043 0.373
H -1.6789 -7.6444 4.3274 0.465
H 0.1878 -6.6100 1.3157 0.342
H 0.3611 -5.0050 1.8409 0.147
H -2.5334 -6.0982 1.0264 0.375
H -1.4590 -4.9760 0.0694 0.053
H -2.1746 -4.4293 1.5113 -0.021
H 0.8275 -7.9221 2.6734 0.687
H 0.4949 -7.8849 4.2544 0.532
H 2.8094 -7.3121 3.9641 0.514
H 2.0288 -5.7449 4.3967 0.264
H 4.5848 -5.4021 2.8740 0.402
H 3.3419 -4.3870 3.4027 -0.033
H 3.7447 -4.4853 1.7234 0.064
C 5.4916 0.7586 12.2564 -1.298
C 5.5504 0.0330 10.9171 -0.348
N 5.7381 0.9231 9.6747 0.295
C 4.5626 1.9768 9.5198 -1.142
C 7.1462 1.6545 9.7330 -0.394
C 7.4741 2.6265 8.5826 -1.195
C 5.7637 0.0815 8.3387 -0.643
C 4.5372 -0.7182 8.0283 -0.687
O 4.0910 -1.6778 8.9243 -0.331
C 3.3389 -2.7887 8.3913 -0.881
H 4.7129 1.4852 12.4881 0.317
H 6.5209 1.0277 12.4936 0.371
H 5.3300 -0.0816 12.9317 0.450
H 4.5504 -0.3794 10.7829 0.287
H 6.2704 -0.7828 10.8521 0.401
H 4.5330 2.4040 8.5175 0.398
H 4.8163 2.6382 10.3482 0.496
H 3.6077 1.5041 9.7501 0.322
H 7.8101 0.8009 9.8696 0.441
H 7.3612 2.0639 10.7201 0.422
H 7.5738 2.0317 7.6747 0.369
H 8.2977 3.3128 8.7799 0.398
H 6.6607 3.3157 8.3558 0.327
H 6.6070 -0.5888 8.5048 0.374
H 5.9946 0.8471 7.5980 0.407
H 4.7644 -1.1515 7.0543 0.504
H 3.7203 -0.0547 7.7444 0.356
H 2.5027 -2.4796 7.7641 0.311
H 2.9614 -3.5195 9.1065 0.301
H 3.9960 -3.1252 7.5894 0.385
C 5.9627 8.5076 -1.5787 -1.273
C 5.3164 7.0867 -1.3018 -0.618
N 3.8391 7.0690 -0.8324 0.215
C 3.0688 7.7198 -2.0084 -1.106
C 3.4019 5.5739 -0.7775 -0.785
C 1.9984 5.4376 -0.0469 -0.523
C 3.7051 7.8099 0.5641 -0.899
C 4.5760 7.2265 1.6710 -0.690
O 5.8723 7.7050 1.6103 -0.263
C 6.5456 7.5359 2.8475 -0.886
H 7.0199 8.6833 -1.7774 0.389
H 5.7279 9.0678 -0.6736 0.335
H 5.4045 9.0790 -2.3204 0.322
H 5.8440 6.4898 -0.5579 0.532
H 5.4139 6.5950 -2.2697 0.559
H 3.4122 8.7541 -2.0284 0.430
H 2.0441 7.7217 -1.6369 0.436
H 3.3399 7.2866 -2.9712 0.330
H 4.0791 4.8808 -0.2784 0.202
H 3.3873 5.1020 -1.7599 0.746
H 2.0802 5.3682 1.0378 0.366
H 1.5511 4.4673 -0.2627 -0.488
H 1.2468 6.1746 -0.3298 0.555
H 2.6342 7.7482 0.7577 0.695
H 3.8707 8.8871 0.5740 0.508
H 4.5336 6.1433 1.7852 0.408
H 4.0278 7.5759 2.5460 0.521
H 7.6235 7.6982 2.8419 0.292
H 6.4056 6.6040 3.3952 0.324
H 6.0791 8.2466 3.5297 0.355
B -1.5742 -6.1872 -3.2746 0.448
F -1.1188 -7.4997 -3.0917 -0.378
F -1.1399 -5.3440 -2.2838 -0.147
F -1.0970 -5.6652 -4.4769 -0.383
F -2.9684 -6.3094 -3.2785 -0.409
B 4.1074 2.4860 1.3677 0.042
F 3.3467 2.5381 0.1977 0.037
F 3.6359 3.3570 2.3535 -0.451
F 3.9962 1.2608 1.8888 -0.177
F 5.4698 2.7595 1.1162 -0.334
B 2.8021 1.2613 5.3136 0.116
F 2.4240 2.3403 4.4872 -0.217
F 3.4289 0.3468 4.5008 -0.308
F 3.8405 1.6962 6.1287 -0.183
F 1.7769 0.6920 6.0977 -0.443
B 3.0583 0.5539 -4.5364 0.171
F 3.3646 0.5202 -5.8460 -0.306
F 3.5830 1.7653 -4.1070 -0.335
F 1.6871 0.3756 -4.3157 -0.292
F 3.6995 -0.4639 -3.9550 -0.316
B -2.5656 1.9842 -2.6903 -0.076
F -3.5955 1.4980 -3.4318 -0.236
F -2.2562 0.8944 -1.8007 -0.297
F -1.5453 2.4239 -3.4437 0.184
F -3.0297 2.9281 -1.8892 -0.231
C 2.3624 -5.6390 -1.3023 0.214
C 3.8237 -5.2490 -1.0473 0.610
O 4.0513 -4.0822 -0.6446 -0.501
O 4.7407 -6.0938 -1.1516 -0.330
H 1.6983 -4.9049 -1.7587 -0.138
H 1.8093 -5.6839 -0.3641 -0.412
H 2.2456 -6.5886 -1.8244 0.530
```

***

2.
The following is a quantum chemistry calculation of a cluster of 2 separate species, C4H12OS2 in total at a distorted geometry, from the OMol25 dataset.

Computed properties:
E_LUMO = 0.53 eV
SMILES string = CCSSCC.O
highest occupied orbital energy = -7.8 eV
largest force on an atom = 3.19 eV/Å
gap between HOMO and LUMO = 0.30663 hartree
ΔE to the lowest compared entry with this formula, charge and spin = 105.2 kJ/mol
multiplicity = 1

```
19
Properties=species:S:1:pos:R:3:mulliken_charge:R:1
C 0.7887 -2.7920 -0.4388 -1.197
C 0.5559 -1.2633 -0.3207 -0.050
S 1.6663 -0.4985 -1.5433 -0.113
S 2.0852 1.4099 -0.9585 -0.115
C 0.5238 2.0269 -0.0971 -0.354
C 0.7090 1.7469 1.3871 -1.009
H 0.9123 -3.2438 0.5392 0.310
H -0.1382 -3.1750 -0.8826 0.298
H 1.6408 -3.1428 -1.0060 0.355
H -0.4820 -1.0171 -0.4735 0.310
H 0.8530 -1.0119 0.6945 0.091
H -0.1334 1.2433 -0.4481 0.103
H 0.4431 3.0695 -0.3563 0.398
H -0.2637 1.6606 1.8742 0.311
H 1.2741 0.8590 1.6648 0.321
H 1.1586 2.5721 1.9442 0.347
O -3.9866 0.4805 -0.1797 -0.640
H -3.9793 -0.2110 -0.8477 0.315
H -3.6275 1.2869 -0.5518 0.318
```

***

3.
The following is a quantum chemistry calculation of a cluster of 2 separate species, C4H12 in total at a distorted geometry, from the OMol25 dataset.

Computed properties:
E_LUMO = 1.16 eV
SMILES string = CC.CC
highest occupied orbital energy = -11.3 eV
largest force on an atom = 3.43 eV/Å
gap between HOMO and LUMO = 0.45649 hartree
ΔE to the lowest compared entry with this formula, charge and spin = 68.5 kJ/mol
multiplicity = 1

```
16
Properties=species:S:1:pos:R:3:mulliken_charge:R:1
C 2.0946 -0.0767 0.6454 -0.841
C 1.6429 0.5263 -0.6758 -0.420
H 2.1481 -1.1652 0.5455 0.271
H 3.0289 0.3498 0.9946 0.311
H 1.2915 -0.0522 1.3780 0.243
H 2.0619 1.5360 -0.7405 0.330
H 1.8261 -0.0853 -1.5582 0.249
H 0.5970 0.8029 -0.7343 -0.132
C -1.7344 -0.7302 0.4933 -0.872
C -1.9800 0.3735 -0.5157 -0.789
H -1.4932 -0.3839 1.5079 0.297
H -2.3967 -1.5936 0.5279 0.352
H -0.7784 -1.3016 0.3807 0.213
H -3.0004 0.6506 -0.2210 0.275
H -2.0479 -0.0293 -1.5303 0.237
H -1.2600 1.1790 -0.4975 0.275
```